Entry 1:
Computed, not measured: a 4-piece molecular cluster, C39H58N5O11S overall in a non-equilibrium geometry, with wB97M-V/def2-TZVPD.

Positions of all 114 atoms, in Å:
C (-3.9465, -0.1965, -4.3243)
C (-2.7832, -1.2690, -4.1791)
C (-3.2489, -2.7731, -4.2950)
C (-2.3129, -3.6943, -5.1894)
N (-1.3312, -4.5112, -4.4020)
C (-0.3108, -3.5831, -3.9416)
N (-0.5191, -2.9777, -2.7383)
C (0.4821, -2.0736, -2.3881)
C (0.3068, -1.3308, -1.0899)
C (-0.9726, -1.6744, -0.2241)
C (-0.6420, -2.7970, 0.8576)
C (0.6576, -3.6274, 0.5608)
C (0.8794, -4.7198, 1.7021)
O (0.2030, -4.6255, 2.6992)
O (1.8462, -5.7300, 1.5834)
C (1.2835, -0.3200, -0.6179)
N (1.0479, 0.3825, 0.6124)
C (2.0009, 0.0321, 1.6860)
C (1.5939, 0.9296, 2.9611)
C (2.8245, 1.6901, 3.6008)
C (2.5078, -0.0928, -1.5034)
C (3.6140, 0.9197, -1.0659)
C (3.0654, 2.3265, -0.5674)
C (3.6505, 3.5219, -1.4294)
C (2.6144, 4.6844, -1.7173)
N (1.6227, 4.9136, -0.6270)
C (2.1729, 5.9156, 0.3136)
C (0.3553, 5.3111, -1.1811)
C (-0.4989, 4.1901, -1.9189)
O (-0.1132, 6.4382, -1.1667)
C (2.6854, -0.8397, -2.7518)
C (3.9697, -0.5691, -3.6509)
O (3.7542, 0.1820, -4.6325)
O (5.1216, -1.0960, -3.3995)
C (1.6655, -1.8565, -3.2475)
N (1.9469, -2.4799, -4.4586)
C (0.9124, -3.3146, -4.7607)
S (1.0459, -4.2186, -6.3700)
H (-3.4685, 0.7652, -4.6785)
H (-4.8080, -0.5247, -4.9620)
H (-4.3338, 0.0110, -3.2828)
H (-2.3600, -1.1327, -3.1361)
H (-1.9705, -0.9832, -4.8931)
H (-4.2904, -2.8051, -4.7489)
H (-3.3535, -3.2861, -3.2906)
H (-1.8136, -3.0779, -5.9816)
H (-3.0003, -4.4097, -5.7405)
H (-1.8056, -4.9394, -3.6047)
H (-1.8089, -2.0792, -0.8653)
H (-1.3958, -0.7554, 0.2768)
H (-1.5098, -3.5236, 0.8923)
H (-0.5561, -2.3123, 1.8664)
H (1.6052, -3.0061, 0.5735)
H (0.5986, -4.2023, -0.4050)
H (2.7198, -5.3272, 1.3971)
H (0.0853, 0.2996, 0.9359)
H (1.8964, -1.0385, 2.0377)
H (3.0667, 0.2888, 1.4661)
H (0.8944, 1.7406, 2.5823)
H (0.9954, 0.3519, 3.7127)
H (3.5183, 2.1213, 2.8311)
H (2.3962, 2.5781, 4.1616)
H (3.3628, 1.0860, 4.3900)
H (4.3875, 1.1242, -1.8537)
H (4.1776, 0.4260, -0.2129)
H (3.4537, 2.4590, 0.4908)
H (1.9502, 2.4000, -0.5080)
H (4.5220, 3.9641, -0.8594)
H (3.9785, 3.1319, -2.4407)
H (3.1862, 5.6462, -1.9154)
H (2.0633, 4.4524, -2.6675)
H (3.2982, 5.7801, 0.3078)
H (1.9877, 6.9849, 0.0245)
H (1.8682, 5.7325, 1.3884)
H (-0.0232, 4.0717, -2.9349)
H (-0.4405, 3.2031, -1.3926)
H (-1.5485, 4.5463, -2.1083)
H (0.3960, -3.4258, -7.3061)
O (0.5927, 1.2489, 5.7122)
C (-0.3945, 0.6195, 5.9809)
O (-0.4289, -0.7355, 6.0406)
C (-1.7760, -1.1721, 6.2763)
C (-2.4747, 0.0152, 6.9029)
C (-1.7654, 1.1897, 6.2511)
H (-2.2202, -1.4611, 5.3192)
H (-1.7691, -2.0391, 6.9375)
H (-3.5547, 0.0115, 6.7464)
H (-2.2899, 0.0265, 7.9879)
H (-2.2270, 1.4715, 5.3014)
H (-1.7078, 2.0478, 6.9189)
O (-2.1399, -0.8237, -7.1279)
C (-2.5420, 0.0478, -7.8438)
O (-3.7769, 0.0492, -8.4162)
C (-3.8954, 1.1755, -9.2956)
C (-2.8594, 2.1695, -8.8128)
C (-1.7634, 1.2637, -8.2805)
H (-3.7045, 0.8399, -10.3189)
H (-4.9070, 1.5780, -9.2396)
H (-2.5240, 2.8546, -9.5920)
H (-3.2715, 2.7664, -7.9946)
H (-1.0589, 0.9726, -9.0621)
H (-1.2390, 1.7152, -7.4404)
O (-2.3980, -0.3383, 9.7027)
C (-1.3229, -0.7342, 10.0689)
O (-0.3714, -1.2042, 9.2267)
C (0.7432, -1.6960, 9.9851)
C (0.6496, -0.9976, 11.3253)
C (-0.8495, -0.8283, 11.4981)
H (0.6517, -2.7817, 10.0740)
H (1.6714, -1.4625, 9.4645)
H (1.1263, -1.5519, 12.1340)
H (1.1250, -0.0149, 11.2653)
H (-1.3077, -1.7012, 11.9676)
H (-1.0924, 0.0768, 12.0517)

Total energy in eV: -82190.5526
Highest occupied orbital energy in Eh: -0.1583
Net charge: -1

***

Entry 2:
Computed, not measured: C39H59BCl45F3INO9P2 as an isolated structure in a non-equilibrium geometry, with wB97M-V/def2-TZVPD.

Positions of all 160 atoms, in Å:
C (-0.2027, 3.3417, 1.6113)
C (0.0215, 2.2021, 1.9592)
C (0.2185, 0.7339, 2.0265)
C (-0.8479, -0.0089, 1.2165)
C (-2.3013, 0.3624, 1.5280)
C (-3.2567, 0.1378, 0.3423)
P (-2.8313, 1.1912, -1.0791)
O (-1.9811, 2.2918, -0.6016)
O (-2.0448, 0.4081, -2.2575)
C (-2.0440, -1.0278, -2.2358)
C (-3.4140, -1.6668, -2.5387)
O (-4.1862, 1.8325, -1.6955)
C (-3.9280, 2.7052, -2.8104)
C (-4.0848, 2.0029, -4.1651)
O (1.4982, 0.5126, 1.4435)
C (2.0829, -0.7510, 1.7033)
C (2.9462, -1.1652, 0.4702)
C (2.1739, -2.1343, -0.4459)
C (1.5384, -3.3665, 0.2312)
O (2.0711, -3.7443, 1.4821)
C (1.5370, -4.5933, -0.7076)
F (2.7157, -4.8013, -1.2983)
F (1.2815, -5.7068, 0.0166)
F (0.5665, -4.5051, -1.6216)
O (4.1133, -1.7333, 1.0509)
N (4.6565, -2.7890, 0.3379)
O (5.6051, -3.2033, 0.8849)
O (3.1180, -0.0391, -0.3446)
C (4.2122, 0.8237, -0.2964)
I (6.1457, -0.0245, -0.9647)
B (4.5356, 1.5704, 1.1072)
C (3.8891, 2.9252, 1.6018)
O (5.4335, 0.9443, 1.9698)
C (3.8464, 1.9317, -1.3618)
C (4.1821, 1.6026, -2.8268)
C (2.3673, 2.3543, -1.2358)
C (1.3599, 1.5015, -2.0546)
C (0.5570, 2.3824, -3.0261)
P (0.1818, 0.2334, 3.8640)
C (-1.2748, 1.0812, 4.6179)
C (1.6176, 1.1855, 4.5349)
H (-0.4517, 4.3766, 1.5767)
H (-0.7290, -1.0889, 1.3684)
H (-0.6502, 0.2065, 0.1621)
H (-2.6576, -0.2571, 2.3582)
H (-2.4243, 1.3993, 1.8426)
H (-3.3849, -0.9217, 0.1082)
H (-4.2411, 0.4751, 0.6843)
H (-1.6288, -1.4089, -1.2991)
H (-1.3474, -1.3348, -3.0176)
H (-4.2148, -0.9252, -2.5544)
H (-3.6324, -2.4122, -1.7684)
H (-3.4109, -2.2139, -3.4813)
H (-4.6383, 3.5311, -2.7749)
H (-2.9336, 3.1578, -2.7712)
H (-4.2338, 2.7517, -4.9441)
H (-4.9303, 1.3141, -4.1042)
H (-3.1964, 1.4212, -4.4190)
H (1.3565, -1.5153, 1.9605)
H (2.7821, -0.6386, 2.5423)
H (2.7594, -2.3792, -1.3320)
H (1.3525, -1.5145, -0.8230)
H (0.4777, -3.1590, 0.4020)
H (2.8659, -4.2787, 1.3689)
H (4.0741, 3.7385, 0.8931)
H (2.8204, 2.8517, 1.8221)
H (4.3903, 3.2281, 2.5276)
H (4.9517, 0.6622, 2.7639)
H (4.4611, 2.8005, -1.1020)
H (3.4826, 2.1730, -3.4574)
H (4.0250, 0.5561, -3.0929)
H (5.1682, 1.9508, -3.1294)
H (2.3060, 3.3931, -1.5856)
H (2.0154, 2.3804, -0.2047)
H (0.6261, 1.1013, -1.3458)
H (1.8154, 0.6391, -2.5434)
H (-0.2072, 1.8247, -3.5692)
H (0.0495, 3.1384, -2.4240)
H (1.2484, 2.9171, -3.6853)
H (-1.1826, 0.9930, 5.6995)
H (-2.1767, 0.5895, 4.2584)
H (-1.2765, 2.1419, 4.3673)
H (1.6508, 2.2043, 4.1350)
H (2.5600, 0.7085, 4.2586)
H (1.5525, 1.2723, 5.6202)
C (0.5607, 5.1571, 6.1809)
Cl (0.5541, 3.8600, 7.3811)
Cl (0.0832, 4.5442, 4.5966)
Cl (-0.4925, 6.4784, 6.6891)
H (1.5698, 5.5403, 6.1049)
C (6.2960, -2.2970, 4.1760)
Cl (6.0816, -3.6521, 5.2830)
Cl (4.9546, -1.1553, 4.3289)
Cl (7.8360, -1.4858, 4.4561)
H (6.2915, -2.6789, 3.1628)
C (-7.9164, 1.9061, -2.6898)
Cl (-9.5084, 1.8168, -1.9284)
Cl (-7.8013, 0.7801, -4.0425)
Cl (-7.5671, 3.5553, -3.2156)
H (-7.1823, 1.6171, -1.9449)
C (9.8099, -1.2110, -2.8478)
Cl (11.1330, -0.6660, -1.8163)
Cl (8.5367, -1.9669, -1.8854)
Cl (9.1609, 0.1289, -3.7946)
H (10.1995, -1.9514, -3.5339)
C (-4.1894, -0.4687, 7.0325)
Cl (-4.8505, 1.0640, 6.4589)
Cl (-4.2096, -1.6762, 5.7434)
Cl (-2.5514, -0.2512, 7.6495)
H (-4.8123, -0.8253, 7.8421)
C (-7.6260, 0.1383, 1.1235)
Cl (-9.0493, 1.1571, 1.3141)
Cl (-6.4712, 0.8799, 0.0057)
Cl (-6.8521, -0.1699, 2.6797)
H (-7.9397, -0.8095, 0.7055)
C (-5.3743, 2.5049, -8.7547)
Cl (-6.4488, 1.8364, -7.5219)
Cl (-4.4052, 3.8193, -8.0872)
Cl (-4.3376, 1.2461, -9.4304)
H (-5.9841, 2.9055, -9.5532)
C (-0.5811, -4.3485, 3.4800)
Cl (-0.5804, -5.3441, 4.9372)
Cl (-2.1756, -4.3586, 2.7042)
Cl (-0.0834, -2.6785, 3.8366)
H (0.1345, -4.7711, 2.7842)
C (-0.2381, 6.2653, -2.5866)
Cl (-0.2452, 5.4548, -1.0240)
Cl (-1.8428, 6.2185, -3.3234)
Cl (0.3333, 7.9298, -2.4374)
H (0.4450, 5.7316, -3.2366)
C (-10.6949, -1.7633, -5.6476)
Cl (-10.4941, -0.6935, -4.2629)
Cl (-12.0168, -1.2179, -6.6813)
Cl (-9.1884, -1.8719, -6.5675)
H (-10.9387, -2.7525, -5.2832)
C (-7.5660, 6.5630, -9.0279)
Cl (-5.9387, 7.2310, -8.8985)
Cl (-8.1978, 6.7729, -10.6620)
Cl (-7.5848, 4.8596, -8.5635)
H (-8.2083, 7.1033, -8.3451)
C (0.3285, -8.6067, 7.3061)
Cl (-0.6590, -7.1647, 7.5551)
Cl (1.5829, -8.2833, 6.1087)
Cl (1.0334, -9.1573, 8.8271)
H (-0.3101, -9.3927, 6.9254)
C (9.7071, -5.9827, 6.4740)
Cl (11.1585, -5.5683, 7.3906)
Cl (8.4960, -6.7227, 7.5253)
Cl (9.0431, -4.5646, 5.6652)
H (9.9826, -6.7065, 5.7183)
C (4.2048, 4.8549, -5.5943)
Cl (5.9027, 4.8115, -5.1171)
Cl (3.5028, 3.2384, -5.5440)
Cl (3.2936, 5.9590, -4.5573)
H (4.1478, 5.2218, -6.6105)
C (3.8596, -9.3043, 2.5315)
Cl (3.8753, -8.1101, 3.8310)
Cl (5.4542, -10.0308, 2.3309)
Cl (2.6408, -10.5425, 2.8369)
H (3.6017, -8.7970, 1.6111)

Total energy in eV: -660330.6710
Highest occupied orbital energy in Eh: -0.3023
Net charge: 0

***

Entry 3:
Computed, not measured: C39H59N8O8P2S2SiZr as an isolated structure in a non-equilibrium geometry, with wB97M-V/def2-TZVPD.

Positions of all 120 atoms, in Å:
Zr (0.4233, 0.2117, -0.5905)
O (-0.1966, -0.7155, 1.0929)
C (-1.0466, -0.1568, 2.0402)
C (-1.8140, 0.9961, 1.4563)
C (-3.0048, 1.4354, 2.0052)
C (-3.6380, 2.5224, 1.4259)
C (-3.0544, 3.1394, 0.3257)
C (-1.8745, 2.6309, -0.1721)
N (-1.2704, 1.5693, 0.3729)
H (0.1726, -2.3719, 1.5372)
H (-0.4817, 0.2284, 2.9006)
H (-1.7415, -0.9137, 2.4211)
H (-3.4206, 0.9287, 2.8666)
H (-4.5745, 2.8881, 1.8301)
H (-3.5101, 3.9994, -0.1454)
H (-1.3876, 3.0601, -1.0357)
N (0.4059, 2.9291, -4.4911)
C (0.9054, 1.5147, -4.2341)
C (1.6738, 0.9247, -5.3996)
P (-0.6378, 0.6189, -3.6413)
O (-1.2603, -0.1859, -4.8607)
O (-0.0810, -0.3830, -2.6249)
O (-1.5399, 1.7572, -3.2999)
P (1.8514, 1.5908, -2.6401)
O (2.8839, 2.7552, -2.9716)
O (2.4866, 0.3165, -2.2213)
O (0.7559, 2.0754, -1.6851)
H (0.1769, 3.0700, -5.4740)
H (1.0718, 3.6402, -4.1869)
H (-0.4835, 2.9571, -3.9275)
H (1.0175, 0.7210, -6.2473)
H (2.1236, -0.0175, -5.0849)
H (2.4838, 1.5861, -5.7144)
H (-1.3243, -1.1343, -4.6945)
H (3.7139, 2.6588, -2.4754)
C (0.6137, -3.8301, -3.2927)
C (1.0428, -4.4790, -1.9803)
N (2.2437, -3.8750, -1.3855)
C (3.4587, -4.6940, -1.4046)
C (4.1729, -4.6667, -2.7479)
C (2.2207, -2.6123, -0.9196)
C (3.4998, -1.9624, -0.4831)
N (1.1128, -1.9400, -0.7995)
H (-0.2478, -4.3681, -3.6909)
H (1.4206, -3.8799, -4.0263)
H (0.3386, -2.7844, -3.1594)
H (1.2800, -5.5254, -2.1620)
H (0.2216, -4.4728, -1.2592)
H (3.1633, -5.7147, -1.1597)
H (4.1286, -4.3651, -0.6173)
H (3.5251, -5.0332, -3.5459)
H (5.0563, -5.3063, -2.7150)
H (4.4924, -3.6542, -2.9985)
H (4.0338, -2.5773, 0.2401)
H (3.2777, -0.9986, -0.0354)
H (4.1528, -1.7901, -1.3396)
H (0.2849, -2.4727, -1.0603)
C (1.5684, -7.3504, 2.0294)
C (1.1599, -5.9113, 1.9458)
C (2.0505, -4.8977, 2.3690)
C (1.6170, -3.6250, 2.2294)
N (0.3885, -3.3663, 1.7402)
C (-0.4762, -4.3599, 1.3578)
S (-1.9847, -3.9939, 0.7214)
N (-0.0361, -5.6507, 1.4648)
H (1.5369, -7.6815, 3.0703)
H (2.5889, -7.4906, 1.6709)
H (0.8790, -7.9619, 1.4533)
H (3.0295, -5.1222, 2.7660)
H (2.2123, -2.7605, 2.4971)
C (-4.9792, 1.1889, -1.8089)
N (-4.9585, 0.1955, -0.7437)
C (-5.9991, -0.0538, 0.1451)
C (-5.6012, -1.0530, 0.9568)
N (-4.3254, -1.3974, 0.5519)
C (-3.9326, -0.6454, -0.4958)
S (-2.4674, -0.7912, -1.3322)
H (-5.7600, 0.9461, -2.5275)
H (-4.0097, 1.1815, -2.3037)
H (-5.1682, 2.1741, -1.3868)
H (-6.9212, 0.4996, 0.1119)
H (-6.1082, -1.5450, 1.7675)
H (-3.7298, -2.1340, 0.9195)
C (3.3423, 4.5447, 2.3673)
C (2.2722, 3.6756, 1.6916)
C (1.8530, 4.3645, 0.3801)
C (1.0251, 3.6005, 2.5925)
Si (2.8714, 1.9030, 1.4309)
O (1.8593, 1.0016, 0.5024)
C (3.0010, 1.0353, 3.0850)
C (2.3006, -0.1611, 3.2711)
C (2.3846, -0.8735, 4.4631)
C (3.1829, -0.4036, 5.4954)
C (3.8950, 0.7779, 5.3305)
C (3.8084, 1.4834, 4.1373)
C (4.5860, 1.8343, 0.6574)
C (5.4881, 0.8376, 1.0431)
C (6.7333, 0.7098, 0.4345)
C (7.1067, 1.5766, -0.5815)
C (6.2410, 2.5923, -0.9694)
C (5.0008, 2.7135, -0.3551)
H (2.9684, 5.5693, 2.4682)
H (4.2665, 4.5825, 1.7847)
H (3.5932, 4.1908, 3.3675)
H (1.3929, 5.3312, 0.6158)
H (1.1317, 3.7701, -0.1836)
H (2.7023, 4.5662, -0.2759)
H (0.5729, 4.5929, 2.6915)
H (1.2732, 3.2397, 3.5935)
H (0.2683, 2.9284, 2.1763)
H (1.6781, -0.5269, 2.4611)
H (1.8248, -1.7937, 4.5921)
H (3.2553, -0.9570, 6.4231)
H (4.5201, 1.1489, 6.1332)
H (4.3986, 2.3848, 4.0252)
H (5.2166, 0.1518, 1.8391)
H (7.4193, -0.0611, 0.7641)
H (8.0724, 1.4728, -1.0598)
H (6.5423, 3.2970, -1.7354)
H (4.3603, 3.5430, -0.6395)

Total energy in eV: -119119.0726
Highest occupied orbital energy in Eh: -0.3543
Net charge: +1

***

The records above yield orbital gap values of 5.8971 7.9966 7.7045 eV, respectively.